1.
66
Properties=species:S:1:pos:R:3:forces:R:3:lowdin_charge:R:1 method="wB97M-V/def2-TZVPD" homo_lumo_gap_ev=4.1 spin_multiplicity=1 de_lowest_kj_mol=0.00 e_homo_ev=-4.4 total_charge=-1
In -11.2691 -16.9271 -19.2925 -0.71 0.54 -0.86 1.384
C -14.2027 -20.2271 -19.3434 1.60 2.15 -0.69 0.048
C -13.0198 -19.4853 -19.3295 -1.61 -3.40 0.82 -0.343
C -11.7579 -20.2083 -18.8645 -4.83 -3.52 -1.03 -0.480
O -10.8238 -19.5155 -18.7241 7.02 5.93 0.85 -0.011
C -11.7452 -21.5642 -18.6728 -1.30 -0.45 -0.13 0.028
C -12.9364 -22.3576 -18.8937 2.27 1.74 0.27 -0.412
C -14.2190 -21.6540 -19.1792 -0.21 1.63 0.43 -0.389
O -15.2545 -22.2562 -19.1430 -1.55 -1.18 -0.20 0.092
O -12.9209 -23.5460 -18.8193 -0.25 -2.99 0.12 0.074
O -12.9214 -18.2663 -19.6107 0.07 3.08 -0.49 -0.101
H -15.0932 -19.6860 -19.6228 -0.33 -0.22 -0.01 0.114
H -10.8343 -22.0638 -18.3883 0.14 -0.07 0.01 0.104
C -12.0977 -13.8991 -23.1255 0.11 -0.43 0.54 0.020
C -12.0525 -14.5858 -21.9274 -1.25 3.99 -0.63 -0.452
C -12.5482 -13.8605 -20.6826 -0.20 2.15 -0.86 -0.407
O -12.7731 -14.5391 -19.6645 0.50 -1.70 2.07 -0.072
C -12.6428 -12.4568 -20.7044 0.08 -1.92 -0.07 0.019
C -12.7293 -11.7488 -21.9533 0.93 -0.83 2.07 -0.411
C -12.5103 -12.5266 -23.2151 0.14 -2.64 1.21 -0.428
O -12.6828 -12.0034 -24.2632 -0.42 1.99 -3.13 0.077
O -12.8536 -10.5568 -21.9947 -0.49 2.24 -0.39 0.060
O -11.6011 -15.6884 -21.7475 2.24 -5.52 1.15 -0.039
H -11.8083 -14.4207 -24.0270 0.00 0.08 -0.12 0.104
H -12.7244 -11.9947 -19.7323 -0.42 0.47 -0.08 0.093
C -8.4699 -13.0863 -17.8714 0.32 -0.11 0.61 -0.042
C -9.3295 -14.3804 -17.8408 1.86 1.09 -0.63 -0.405
C -10.4195 -14.1748 -16.8573 1.02 0.11 1.41 -0.257
O -11.4850 -14.9765 -17.1165 -0.50 -0.91 -0.95 -0.236
C -12.6611 -14.4616 -16.5830 -0.75 -0.24 0.54 -0.085
N -9.8493 -14.7230 -19.1671 -0.72 -0.41 0.58 0.096
H -9.0147 -12.2491 -18.3112 0.00 -0.09 -0.11 0.089
H -7.5169 -13.2350 -18.3858 -0.21 -0.05 -0.32 0.074
H -8.1510 -12.7739 -16.8520 -0.46 -0.28 -0.38 0.091
H -8.6570 -15.1458 -17.4536 -0.17 -0.37 -0.43 0.101
H -10.7085 -13.1221 -16.7782 -0.09 0.07 -0.19 0.137
H -9.9712 -14.4839 -15.8972 -0.16 0.47 0.31 0.139
H -12.6202 -14.5513 -15.4868 -0.30 -0.12 -0.07 0.099
H -13.4384 -15.0640 -17.0324 -0.48 0.13 0.25 0.100
H -12.8082 -13.4039 -16.8174 0.04 -0.08 -0.30 0.100
H -10.7108 -14.1918 -19.2905 -0.23 0.00 -0.24 0.062
H -9.2166 -14.4061 -19.8920 0.06 -0.39 -0.20 0.108
C -13.3752 -18.9942 -15.6582 -0.01 -0.66 -1.59 -0.077
O -12.2365 -18.3167 -16.1829 -0.63 0.23 -0.01 -0.204
C -11.2274 -18.1678 -15.2262 -0.26 0.31 0.28 -0.237
C -9.9023 -18.5342 -15.8072 0.97 -0.54 0.54 -0.208
N -9.3585 -17.5794 -16.7878 -0.07 -0.74 -0.62 -0.031
C -8.2477 -18.2612 -17.4957 1.48 0.72 1.42 -0.197
C -7.5747 -17.4995 -18.6351 0.23 -0.78 0.20 -0.206
O -8.4783 -17.2793 -19.6878 -1.41 -0.91 1.81 -0.259
C -7.9356 -17.0612 -20.9172 0.86 0.41 -1.47 -0.114
H -13.8034 -18.5317 -14.7727 0.20 -0.01 0.28 0.087
H -13.1108 -20.0596 -15.5650 -0.14 0.24 0.64 0.103
H -14.1251 -18.9960 -16.4549 0.02 0.24 0.12 0.090
H -11.4360 -18.8191 -14.3687 0.17 0.02 0.00 0.124
H -11.2420 -17.1280 -14.8626 0.16 -0.03 0.06 0.125
H -9.9409 -19.5362 -16.2256 -0.37 0.03 -0.44 0.122
H -9.1556 -18.6480 -14.9889 -0.33 0.17 -0.04 0.130
H -8.8993 -16.9090 -16.1746 -0.21 0.45 -0.52 0.106
H -8.4351 -19.2885 -17.7831 -0.95 0.15 -0.43 0.117
H -7.4542 -18.4147 -16.7155 -0.05 0.16 -0.56 0.131
H -6.7681 -18.1978 -18.9484 -0.24 0.44 -0.19 0.133
H -7.0829 -16.5531 -18.3544 -0.23 -0.12 0.19 0.126
H -8.6797 -17.3016 -21.6692 -0.12 0.18 -0.16 0.104
H -7.0615 -17.7003 -21.0995 -0.02 0.07 0.05 0.099
H -7.6394 -16.0103 -21.0023 0.15 0.04 -0.34 0.095



2.
56
Properties=species:S:1:pos:R:3:forces:R:3:lowdin_charge:R:1 method="wB97M-V/def2-TZVPD" homo_lumo_gap_ev=8.3 spin_multiplicity=1 de_lowest_kj_mol=2054.23 e_homo_ev=-7.7 total_charge=0
C -5.0489 2.8483 1.5275 -3.92 -1.08 2.00 -0.185
H -5.9370 3.4672 1.9506 0.79 -1.49 -1.08 0.120
O -4.0985 3.2772 2.4085 5.55 -2.33 0.83 -0.119
C -2.7079 2.7114 2.1408 -2.15 0.21 -2.63 -0.183
C -2.1838 2.0204 1.0241 -7.40 -1.30 -0.98 -0.046
C -0.9925 1.3808 0.8901 0.20 3.89 8.01 -0.034
C -0.0051 1.5615 1.8765 -4.43 2.46 -2.67 -0.075
C -0.4134 2.6109 2.8002 -5.75 -5.47 -7.09 -0.356
C -1.7153 3.0127 2.9463 -0.59 3.55 5.56 0.007
H -2.0254 3.6074 3.9309 0.93 -1.16 -2.19 0.169
O 0.4040 2.7652 3.6419 9.28 3.09 8.56 -0.014
C 0.2578 3.6076 4.7277 2.72 0.78 4.38 -0.081
H 1.3914 3.7849 5.4925 -3.35 -0.75 -3.08 0.195
H -0.1849 4.5813 4.6079 0.36 0.60 -1.10 0.072
H -0.4171 3.2059 5.4753 -0.11 -0.76 0.13 0.073
C 1.3652 1.1566 1.7158 0.23 6.84 -1.50 -0.272
N 1.8182 0.1537 0.9818 -1.04 -6.23 -5.38 -0.061
C 1.8623 0.2982 -0.5294 -5.82 6.29 1.68 -0.241
C 2.5401 -0.6420 -1.1905 3.54 -9.60 9.27 -0.128
N 1.9090 -2.1294 -0.8911 2.81 4.66 -5.20 -0.139
C 1.9033 -2.1769 0.4409 -8.76 -3.60 2.10 -0.334
C 0.9434 -1.2647 1.0835 1.19 4.69 2.77 -0.039
H -0.0960 -1.1528 0.6692 1.22 -0.24 0.09 0.114
H 0.8873 -1.3727 2.2354 0.01 -0.31 -1.90 0.149
H 2.7792 -2.0648 0.7891 6.44 0.25 3.66 0.058
H 1.2883 -3.0985 0.7393 1.78 -0.20 -0.24 0.160
C 2.7877 -3.1397 -1.4614 -11.02 -0.30 -3.15 -0.084
C 2.1829 -3.1696 -3.1338 5.25 -6.35 4.26 -0.130
H 2.9263 -4.1837 -3.4495 -2.20 2.90 0.13 0.171
H 2.6381 -2.3382 -3.4727 1.17 2.87 -1.84 0.035
C 0.7567 -3.4205 -3.4172 1.91 -2.53 5.29 -0.186
C 0.0451 -2.2285 -3.0461 -5.22 -4.08 5.42 -0.322
C -0.0144 -1.1125 -3.6813 4.83 -0.31 -5.34 -0.115
C -0.6549 -0.0490 -3.3449 -4.17 -1.17 5.01 -0.066
C -1.6274 -0.1759 -2.3349 -2.70 1.66 -0.28 -0.114
C -1.9757 -1.3191 -1.6754 7.33 -1.72 -3.29 -0.061
C -0.9019 -2.2419 -2.0087 -3.19 -5.33 3.92 -0.009
H -1.1261 -3.5031 -1.2174 1.12 3.62 -2.51 0.198
H -2.5185 -1.4309 -0.8320 -2.21 -0.35 2.10 0.064
H -2.4438 0.5390 -2.2068 0.86 1.09 -0.20 0.110
H -0.7325 0.7972 -3.7743 0.27 5.72 -3.59 0.052
H 0.6422 -1.3054 -4.5097 0.33 1.72 -1.28 0.143
H 0.5773 -4.4443 -2.8187 -0.54 2.54 -1.03 0.171
H 0.8507 -3.7252 -4.3534 -0.96 -0.80 -4.71 0.065
H 3.7415 -3.1218 -1.5611 6.45 0.57 0.22 0.036
H 2.2705 -3.9503 -0.9611 1.15 -1.36 -0.30 0.108
H 3.7085 -0.7324 -0.5902 -2.82 0.17 -1.51 0.209
H 2.8010 -0.5616 -2.0624 1.92 1.13 -9.63 0.017
H 0.8110 0.5082 -1.1889 1.83 -0.90 2.22 0.178
H 2.3219 1.2102 -0.8454 0.62 1.28 0.63 0.119
H 1.9243 2.2064 1.3101 -1.01 -2.37 0.99 0.210
H 1.6580 1.1161 2.6596 2.32 -0.65 4.37 0.077
H -0.9165 1.0744 0.0169 1.53 -4.01 -7.56 0.000
H -3.0954 1.5965 0.3908 2.18 1.08 0.38 0.134
H -4.8025 3.2804 0.6347 0.19 0.43 -3.04 0.042
H -5.3580 1.6758 1.4506 1.07 2.67 0.37 0.141



3.
58
Properties=species:S:1:pos:R:3:forces:R:3:lowdin_charge:R:1 method="wB97M-V/def2-TZVPD" homo_lumo_gap_ev=7.4 spin_multiplicity=1 de_lowest_kj_mol=0.00 e_homo_ev=-9.7 total_charge=+1
Pt 0.5312 0.5660 -0.4361 0.75 0.65 -0.65 1.162
C 3.3781 1.0762 -0.4776 0.07 -0.13 -0.17 -0.049
N 2.4277 0.4043 0.4403 -0.67 -0.68 0.89 -0.345
C 2.8217 -1.0015 0.6649 0.27 0.06 0.08 -0.090
C 2.3192 1.2132 1.6683 0.38 -0.29 0.03 -0.221
C 3.1501 0.9870 2.7462 0.08 -0.02 -0.05 -0.027
C 3.0967 1.8198 3.8546 -0.04 0.07 -0.04 -0.077
C 2.2201 2.8900 3.8268 -0.01 -0.03 -0.06 -0.069
C 1.3804 3.1139 2.7412 0.13 0.13 0.06 -0.005
C 1.3914 2.2630 1.6332 -0.37 0.04 -0.07 -0.214
N 0.5665 2.2842 0.5055 0.23 0.62 0.01 -0.098
C -0.5456 3.0786 0.2096 0.14 -0.18 0.31 -0.212
C -1.1063 4.1121 0.9635 -0.02 0.18 -0.03 -0.005
C -2.2650 4.7585 0.5466 0.04 -0.06 -0.01 -0.069
C -2.9148 4.3969 -0.6196 0.06 0.02 0.04 -0.076
C -2.3674 3.3788 -1.3870 0.02 0.00 -0.10 -0.027
C -1.2146 2.7431 -0.9751 -0.19 -0.02 -0.42 -0.221
N -0.5714 1.7152 -1.8131 -0.98 -0.56 0.62 -0.345
C 0.4087 2.3812 -2.7028 0.08 -0.13 -0.14 -0.050
C -1.5134 0.8904 -2.5967 -0.08 0.20 -0.16 -0.090
H 4.3801 1.0261 -0.0462 0.02 0.00 0.02 0.106
H 3.0874 2.1160 -0.5951 -0.02 0.00 0.00 0.090
H 3.3711 0.5792 -1.4466 0.00 -0.02 0.01 0.092
H 3.8801 -1.0842 0.9227 -0.01 0.02 0.03 0.092
H 2.6429 -1.5603 -0.2506 0.03 0.02 -0.04 0.075
H 2.2180 -1.4188 1.4668 -0.02 0.02 0.01 0.096
H 3.8520 0.1630 2.7263 -0.02 0.02 0.01 0.112
H 3.7407 1.6434 4.7046 -0.02 0.01 -0.01 0.108
H 2.1721 3.5729 4.6648 -0.01 -0.01 0.00 0.112
H 0.7380 3.9705 2.7866 -0.04 0.02 0.00 0.081
H -0.6688 4.4389 1.8852 0.03 0.00 0.05 0.080
H -2.6608 5.5552 1.1627 -0.01 -0.02 0.01 0.112
H -3.8197 4.8962 -0.9363 0.01 -0.01 0.02 0.108
H -2.8461 3.0874 -2.3132 0.01 0.01 0.03 0.112
H -0.1307 3.0047 -3.4191 -0.02 0.01 -0.01 0.106
H 0.9936 1.6327 -3.2356 -0.02 -0.01 0.00 0.092
H 1.0672 3.0051 -2.1055 0.00 0.00 0.02 0.090
H -1.9376 1.4503 -3.4335 -0.01 0.01 0.02 0.091
H -2.3139 0.5464 -1.9465 0.00 0.01 0.03 0.097
H -0.9736 0.0330 -2.9923 0.04 0.02 -0.03 0.077
N 0.0349 -1.4134 -0.8590 0.13 0.20 -0.07 0.027
C -0.6853 -2.2292 -0.4535 -0.04 -0.23 -0.21 -0.219
N -1.4974 -3.1498 -0.0252 -0.08 -0.04 0.12 -0.073
C -2.6363 -3.5925 -0.8619 0.18 -0.01 -0.04 -0.120
C -2.2656 -4.8800 -1.5830 -0.01 -0.04 0.07 -0.172
C -1.8192 -5.9447 -0.5787 0.04 0.10 -0.01 -0.190
C -0.6645 -5.4383 0.2887 -0.08 -0.01 -0.01 -0.172
C -1.0435 -4.1369 0.9816 0.06 0.02 -0.17 -0.119
H -2.8954 -2.7899 -1.5490 0.00 0.03 0.00 0.126
H -3.4782 -3.7552 -0.1872 -0.02 0.04 0.02 0.133
H -1.4574 -4.6702 -2.2899 -0.02 -0.02 -0.03 0.121
H -3.1245 -5.2288 -2.1581 0.01 0.00 -0.01 0.120
H -1.5202 -6.8509 -1.1042 -0.03 -0.02 0.02 0.116
H -2.6648 -6.2056 0.0663 0.01 -0.04 -0.02 0.120
H 0.2204 -5.2662 -0.3312 0.01 -0.02 0.01 0.120
H -0.3988 -6.1794 1.0439 0.02 0.01 -0.01 0.120
H -0.2139 -3.7061 1.5384 0.00 0.02 0.01 0.126
H -1.8757 -4.2917 1.6699 -0.02 0.04 0.02 0.133



4.
64
Properties=species:S:1:pos:R:3:forces:R:3:lowdin_charge:R:1 method="wB97M-V/def2-TZVPD" homo_lumo_gap_ev="7.2 / 8.3" spin_multiplicity=2 de_lowest_kj_mol=0.00 s_squared=0.75 e_homo_ev="-7.8 / -8.9" total_charge=0
C 1.8302 0.1489 -0.5610 -0.51 -0.32 -0.89 0.021
B 1.6166 1.3222 -1.5876 0.11 -0.02 0.19 -0.549
O 2.7634 1.9971 -1.9727 0.04 0.55 0.92 0.094
C 0.2035 1.7519 -2.1999 -0.09 0.33 -0.19 -0.597
S 0.4934 2.0495 -4.0131 -0.11 -0.17 -0.04 0.848
C -0.3255 3.0625 -1.6133 0.02 -0.58 -0.02 -0.158
C -0.9821 2.9387 -0.2498 -0.31 0.53 1.24 -0.460
C 0.0440 2.7551 0.8839 0.41 0.06 -0.81 0.008
C -1.6852 4.2732 0.0107 0.52 0.04 -0.34 -0.035
N -1.9825 1.8422 -0.1450 -0.10 0.66 -1.23 -0.124
O -3.1287 2.1410 0.3282 0.22 -0.21 0.32 -0.013
C -1.9541 0.6740 -1.0565 -0.41 -1.16 0.29 -0.431
C -1.8060 -0.5864 -0.1658 -0.39 0.39 0.09 -0.016
C -3.3200 0.5602 -1.7495 0.48 -0.18 -0.34 -0.031
C -0.8780 0.6532 -2.1688 0.49 0.61 0.10 -0.142
H 1.8735 0.5294 0.4547 0.33 0.10 0.13 0.057
H 2.7477 -0.3632 -0.8290 0.35 -0.09 0.23 0.066
H 1.0312 -0.5854 -0.5953 -0.12 -0.16 0.15 0.050
H 2.7563 2.9342 -1.7189 0.01 -0.26 -0.62 0.112
H 1.0612 3.2589 -3.9273 0.15 -0.04 0.09 -0.116
H -1.0166 3.5369 -2.3054 -0.21 -0.08 -0.19 0.120
H 0.5029 3.7530 -1.4824 0.14 0.30 -0.08 0.116
H 0.3121 1.7160 1.0188 -0.12 -0.16 0.26 0.065
H 0.9583 3.2777 0.6060 0.20 0.12 0.10 0.092
H -0.3038 3.2083 1.8001 -0.19 -0.21 0.34 0.089
H -0.9380 5.0478 -0.1542 0.12 0.17 0.05 0.093
H -2.0269 4.3609 1.0295 -0.34 -0.05 0.14 0.080
H -2.4796 4.4473 -0.7029 -0.34 -0.03 0.02 0.089
H -2.7853 -0.8608 0.2103 -0.22 -0.04 0.19 0.076
H -1.4349 -1.4369 -0.7234 0.23 -0.13 -0.06 0.066
H -1.2025 -0.3752 0.7093 0.41 -0.13 0.01 0.084
H -3.2274 -0.2293 -2.4912 -0.06 -0.21 -0.09 0.089
H -3.5607 1.4701 -2.2880 -0.17 0.23 0.02 0.094
H -4.1002 0.2765 -1.0624 -0.26 0.24 0.19 0.074
H -0.3712 -0.3011 -2.1487 0.00 -0.32 0.03 0.105
H -1.3884 0.6779 -3.1221 -0.28 0.12 -0.19 0.080
C -6.1634 -5.1080 1.3731 0.00 0.00 0.00 -0.070
C -6.2624 -4.9141 0.0020 0.02 -0.01 0.10 -0.065
C -5.1356 -4.5958 -0.7378 -0.13 0.00 -0.16 -0.003
C -3.9218 -4.4795 -0.0863 -0.13 -0.07 0.08 -0.150
C -3.8038 -4.6642 1.2787 0.10 -0.01 0.18 -0.003
C -4.9366 -4.9801 2.0102 -0.09 -0.01 -0.06 -0.064
N -2.7199 -4.1541 -0.8686 0.16 0.16 -0.11 -0.348
O -2.8563 -3.9660 -2.0637 0.05 -0.03 0.22 0.074
O -1.6613 -4.0779 -0.2722 -0.16 -0.04 -0.13 0.067
H -7.0452 -5.3597 1.9471 -0.01 0.01 0.00 0.107
H -7.2187 -5.0120 -0.4926 0.00 0.01 -0.02 0.108
H -5.2054 -4.4418 -1.8040 0.12 0.02 -0.01 0.119
H -2.8464 -4.5636 1.7672 0.06 0.02 -0.10 0.120
H -4.8615 -5.1280 3.0784 0.02 0.00 0.01 0.108
C 7.5487 -0.8203 1.4070 0.00 0.00 0.00 -0.070
C 6.3301 -0.6876 0.7555 0.10 -0.01 0.07 -0.059
C 5.3793 0.1982 1.2343 -0.14 -0.05 -0.18 0.006
C 5.6696 0.9436 2.3619 0.12 -0.11 -0.07 -0.143
C 6.8759 0.8221 3.0270 0.15 0.04 0.14 -0.004
C 7.8192 -0.0688 2.5427 -0.04 -0.05 -0.08 -0.066
N 4.6739 1.9026 2.8656 -0.13 0.13 0.11 -0.347
O 3.6101 1.9799 2.2774 0.14 -0.02 0.05 0.067
O 4.9734 2.5650 3.8408 -0.08 -0.10 -0.17 0.080
H 8.2905 -1.5106 1.0279 0.00 -0.01 0.00 0.107
H 6.1197 -1.2734 -0.1284 -0.02 0.00 -0.01 0.110
H 4.4322 0.3020 0.7268 -0.05 0.12 0.08 0.098
H 7.0809 1.4115 3.9077 -0.10 0.06 -0.01 0.119
H 8.7676 -0.1745 3.0506 0.00 0.01 0.02 0.108